Version A
Computed, not measured: a 2-piece molecular cluster, C9H14 overall, with ωB97M-V with the def2-TZVPD basis set.

Total charge   -1
2S+1   2
HOMO-LUMO gap (alpha / beta)   0.106 / 0.261 Ha
<S²>   0.760
HOMO energy (alpha / beta)   1.132 / -3.316 eV

Bonds (Å) are listed after each position.
Element x y z (Å)
1 C 1.992 -1.657 0.154  C7 1.465, H13 1.083, H14 1.089, H15 1.029
2 C 0.660 1.857 -1.696  C3 1.402, C4 1.420, H8 1.059
3 C 1.768 1.904 -0.840  C2 1.402, C5 1.358, H9 1.138
4 C 0.018 0.621 -1.973  C2 1.420, C6 1.366, H10 1.043
5 C 2.160 0.776 -0.193  C3 1.358, C7 1.435, H11 1.092
6 C 0.464 -0.580 -1.503  C4 1.366, C7 1.435, H12 1.133
7 C 1.564 -0.469 -0.588  C1 1.465, C5 1.435, C6 1.435
8 H 0.184 2.693 -2.139  C2 1.059
9 H 2.272 2.925 -0.830  C3 1.138
10 H -0.728 0.681 -2.700  C4 1.043
11 H 2.973 0.674 0.528  C5 1.092
12 H 0.178 -1.603 -1.899  C6 1.133
13 H 2.891 -1.688 0.757  C1 1.083
14 H 2.252 -2.415 -0.583  C1 1.089
15 H 1.337 -1.973 0.882  C1 1.029
16 C -2.621 0.380 1.121  C17 1.533, H18 1.112, H19 1.128, H20 1.112
17 C -2.416 -0.858 2.001  C16 1.533, H21 1.052, H22 1.085, H23 1.127
18 H -3.362 0.380 0.291  C16 1.112
19 H -2.798 1.314 1.729  C16 1.128
20 H -1.578 0.493 0.754  C16 1.112
21 H -3.176 -0.883 2.728  C17 1.052
22 H -2.611 -1.784 1.471  C17 1.085
23 H -1.421 -0.788 2.527  C17 1.127

---

Version B
Computed, not measured: a 2-piece molecular cluster, C9H14 overall, with ωB97M-V with the def2-TZVPD basis set.

Total charge   -1
2S+1   2
HOMO-LUMO gap (alpha / beta)   0.103 / 0.259 Ha
<S²>   0.760
HOMO energy (alpha / beta)   1.055 / -3.320 eV

Bonds (Å) are listed after each position.
Element x y z (Å)
1 C 1.813 0.756 2.394  C5 1.480, H12 1.111, H13 1.099, H15 1.103
2 C 0.119 -1.300 -0.290  C3 1.430, C4 1.387, H8 1.085
3 C 1.245 -1.828 -0.996  C2 1.430, C6 1.395, H9 1.084
4 C 0.319 -0.385 0.733  C2 1.387, C5 1.403, H10 1.091
5 C 1.610 -0.061 1.177  C1 1.480, C4 1.403, C7 1.447
6 C 2.523 -1.389 -0.651  C3 1.395, C7 1.383, H11 1.089
7 C 2.734 -0.473 0.363  C5 1.447, C6 1.383, H14 1.085
8 H -0.854 -1.582 -0.678  C2 1.085
9 H 1.053 -2.393 -1.901  C3 1.084
10 H -0.531 0.106 1.207  C4 1.091
11 H 3.372 -1.801 -1.194  C6 1.089
12 H 1.566 0.248 3.351  C1 1.111
13 H 1.323 1.738 2.455  C1 1.099
14 H 3.716 -0.064 0.575  C7 1.085
15 H 2.864 1.075 2.487  C1 1.103
16 C -2.502 0.591 -1.695  C17 1.520, H18 1.091, H19 1.094, H20 1.092
17 C -3.209 1.232 -0.512  C16 1.520, H21 1.098, H22 1.097, H23 1.080
18 H -2.678 -0.471 -1.876  C16 1.091
19 H -2.711 1.150 -2.613  C16 1.094
20 H -1.419 0.613 -1.556  C16 1.092
21 H -4.237 0.862 -0.402  C17 1.098
22 H -3.479 2.263 -0.772  C17 1.097
23 H -2.635 1.114 0.395  C17 1.080

---

Which of them is the least stable? Correct choice: version A.